Record 1
32
Properties=species:S:1:pos:R:3:nbo_charge:R:1 method="wB97M-V/def2-TZVPD" total_energy_ha=-821.209480 homo_lumo_gap_ha="0.3132 / 0.3174"
C -0.677 0.931 -0.276 0.43
C -2.939 0.767 -1.223 -0.62
C 1.041 2.608 -0.269 -0.43
C 2.336 -1.617 2.917 -0.48
C 0.116 -0.537 -2.990 0.08
C -1.581 0.126 -1.299 -0.09
C -0.108 -2.586 2.665 0.42
N -1.000 0.746 1.017 -0.21
N 0.137 1.698 -0.891 -0.61
N 1.862 -2.135 1.681 -0.09
N -0.947 0.423 -2.576 -0.64
O 1.491 -1.067 0.955 -0.56
O 1.120 -0.731 -1.994 -0.76
O -0.899 -1.728 2.406 -0.54
F -0.376 1.415 2.043 -0.23
H -3.374 0.700 -0.121 0.20
H -3.581 0.348 -1.975 0.23
H -3.034 1.745 -1.641 0.23
H 1.643 2.248 0.527 0.19
H 1.726 2.899 -1.058 0.19
H 0.589 3.555 0.067 0.19
H 2.286 -2.368 3.611 0.20
H 3.381 -1.112 2.864 0.20
H 1.677 -0.699 3.177 0.19
H -0.234 -1.509 -3.310 0.17
H 0.479 -0.164 -3.934 0.17
H -1.525 -0.970 -1.112 0.21
H -0.257 -3.305 3.518 0.13
H -1.626 0.145 1.499 0.41
H -0.606 1.289 -2.414 0.39
H 1.532 0.193 -1.911 0.49
H 1.347 -1.307 0.046 0.51

Record 2
13
Properties=species:S:1:pos:R:3:nbo_charge:R:1 method="wB97M-V/def2-TZVPD" total_energy_ha=-286.600363 homo_lumo_gap_ha=0.3842
C 2.132 -0.181 0.068 -0.67
C 0.659 -0.003 -0.084 0.55
N 0.099 1.108 -0.337 -0.48
C -1.336 0.874 -0.177 -0.28
C -1.467 -0.656 -0.166 -0.09
O -0.131 -1.089 0.151 -0.50
H 2.385 -0.168 1.135 0.24
H 2.614 0.674 -0.412 0.24
H 2.498 -1.118 -0.363 0.23
H -1.648 1.315 0.778 0.19
H -1.913 1.351 -0.973 0.21
H -1.730 -1.055 -1.154 0.18
H -2.160 -1.047 0.585 0.19

Record 3
58
Properties=species:S:1:pos:R:3:nbo_charge:R:1 method="wB97M-V/def2-TZVPD" total_energy_ha=-1096.753119 charge=+1 homo_lumo_gap_ha=0.3043
C -3.006 -2.960 0.945 -0.40
C -2.258 -1.654 1.201 -0.40
C -1.313 -1.314 0.056 -0.51
C 0.083 -1.846 0.242 0.61
N 1.180 -1.038 0.361 -0.38
C 2.473 -1.672 0.651 -0.23
C 2.351 -3.030 1.290 -0.43
C 1.427 -3.881 0.476 -0.21
N 0.182 -3.175 0.272 -0.38
C -0.937 -4.061 -0.116 -0.21
C -2.084 -4.172 0.890 -0.41
H -3.731 -3.126 1.749 0.23
H -3.545 -2.889 -0.013 0.20
H -2.982 -0.840 1.327 0.23
H -1.707 -1.693 2.152 0.21
H -1.719 -1.674 -0.905 0.24
H -1.254 -0.239 -0.019 0.28
H 3.094 -1.754 -0.264 0.22
H 3.028 -1.066 1.372 0.25
H 3.329 -3.525 1.327 0.25
H 2.001 -2.919 2.325 0.22
H 1.888 -4.130 -0.496 0.21
H 1.214 -4.832 0.981 0.23
H -1.328 -3.770 -1.105 0.21
H -0.490 -5.055 -0.238 0.23
H -1.671 -4.389 1.888 0.21
H -2.662 -5.053 0.585 0.23
C -3.621 4.459 -0.356 -0.08
C -3.146 3.018 -0.178 -0.24
N -1.763 2.777 -0.626 -0.40
C -0.971 1.926 0.092 0.08
C 0.222 1.357 -0.337 -0.40
C 1.165 0.449 0.473 -0.10
C 2.599 0.961 0.183 0.08
C 3.472 1.232 1.250 -0.26
C 4.826 1.491 1.020 -0.20
C 5.290 1.606 -0.301 -0.21
C 4.386 1.501 -1.366 -0.19
C 3.042 1.173 -1.132 -0.26
C -1.405 3.309 -1.940 -0.24
C -2.514 4.246 -2.427 -0.08
O -2.921 5.150 -1.383 -0.51
H -4.690 4.441 -0.639 0.18
H -3.502 5.050 0.563 0.20
H -3.211 2.725 0.875 0.22
H -3.828 2.398 -0.785 0.19
H -1.393 1.711 1.088 0.20
H 0.655 1.770 -1.252 0.22
H 1.003 0.695 1.541 0.21
H 3.095 1.153 2.273 0.22
H 5.516 1.608 1.864 0.23
H 6.347 1.848 -0.502 0.23
H 4.715 1.676 -2.397 0.23
H 2.340 1.098 -1.962 0.22
H -0.458 3.875 -1.898 0.21
H -1.280 2.490 -2.665 0.19
H -2.173 4.931 -3.217 0.22
H -3.362 3.629 -2.793 0.17

Record 4
60
Properties=species:S:1:pos:R:3:mulliken_spin:R:1 method="wB97M-V/def2-TZVPD" total_energy_ha=-1631.968999 homo_lumo_gap_ha="0.1493 / 0.1560" s_squared=2.01 multiplicity=3
P -0.219 -1.882 -5.466 0.00
P 0.136 2.199 -5.001 0.02
C -0.509 -0.379 -6.460 0.00
C 0.326 0.942 -6.355 0.01
H -1.585 -0.152 -6.398 0.01
H -0.317 -0.750 -7.480 0.00
H 1.398 0.731 -6.455 0.00
H 0.044 1.543 -7.237 0.00
C -1.448 2.993 -5.299 -0.01
H -1.685 3.720 -4.512 0.00
H -2.259 2.263 -5.389 0.00
H -1.347 3.537 -6.249 0.00
C 1.340 3.445 -5.514 0.00
H 1.014 3.859 -6.474 0.00
H 2.332 2.999 -5.640 0.00
H 1.395 4.264 -4.788 0.00
C -1.438 -3.136 -5.900 0.00
H -1.435 -3.948 -5.160 0.00
H -1.183 -3.556 -6.880 0.00
H -2.441 -2.694 -5.940 0.00
C 1.388 -2.587 -5.887 0.00
H 2.143 -1.803 -6.003 0.00
H 1.301 -3.171 -6.806 0.00
H 1.716 -3.251 -5.079 0.00
Pd -0.974 0.413 -0.490 1.06
C 0.586 1.864 -3.272 -0.03
C -0.698 1.314 -2.542 0.29
C -1.377 0.283 -3.393 -0.06
C -1.374 -1.218 -3.029 0.09
C -0.152 -2.036 -3.673 -0.01
C 1.187 -1.578 -3.215 0.03
C 1.760 -0.359 -3.799 -0.02
C 1.794 0.942 -2.938 0.03
C -0.096 -1.345 0.078 0.39
H 0.788 2.861 -2.861 0.00
H -1.434 2.098 -2.238 -0.02
H -0.889 0.352 -4.385 0.03
H -2.424 0.624 -3.549 -0.03
H -1.406 -1.418 -1.937 -0.08
H -2.318 -1.617 -3.454 0.01
H -0.376 -3.091 -3.428 0.00
H 1.362 -1.667 -2.133 0.01
H 1.114 -0.132 -4.664 -0.01
H 2.777 -0.507 -4.228 0.00
H 1.766 0.713 -1.854 -0.01
H 2.715 1.497 -3.185 0.01
H 0.876 -1.134 0.564 0.00
H 0.007 -2.140 -0.681 -0.06
H -0.817 -1.648 0.860 0.02
C -0.259 3.286 3.151 0.01
C -1.470 2.722 2.751 0.00
C -1.513 1.908 1.613 -0.22
C -0.342 1.683 0.934 0.47
C 0.898 2.186 1.286 0.07
C 0.918 3.024 2.444 0.01
H -0.235 3.938 4.048 0.00
H -2.372 2.918 3.307 0.00
H -2.427 1.441 1.263 -0.01
H 1.796 1.949 0.719 0.02
H 1.848 3.480 2.788 0.00

Record 5
12
Properties=species:S:1:pos:R:3:nbo_charge:R:1 method="wB97M-V/def2-TZVPD" total_energy_ha=-306.421968 homo_lumo_gap_ha=0.3650
C -0.584 -1.109 -0.906 -0.74
C 0.661 -0.457 -0.320 0.63
O 1.724 -0.434 -0.869 -0.51
C 0.591 0.480 1.215 -0.58
C -0.319 1.335 0.446 0.40
O -1.497 1.531 0.615 -0.54
H -1.505 -0.657 -0.536 0.25
H -0.522 -2.151 -0.582 0.25
H -0.609 -1.106 -2.007 0.25
H 0.259 0.291 2.261 0.24
H 1.636 0.783 1.229 0.24
H 0.165 1.494 -0.547 0.11